Record 1
The following is a quantum chemistry calculation of C42H62BCl3N2O2PPdSb as an isolated structure, from OMol25.

Last column: Löwdin charge in e.
Geometry (Å):
Pd 0.202 0.346 0.145  0.0951
C 5.109 2.860 2.342  -0.0649
C 3.619 2.589 2.110  -0.3622
C 2.781 3.828 2.435  -0.0776
C 3.169 1.384 2.911  -0.1262
C 2.942 1.497 4.279  -0.0428
C 2.560 0.398 5.031  -0.0981
C 2.445 -0.839 4.423  -0.0626
C 2.678 -0.993 3.064  -0.1241
C 2.556 -2.368 2.428  -0.3562
C 1.083 -2.786 2.364  -0.0572
C 3.418 -3.403 3.154  -0.0715
C 3.010 0.136 2.299  -0.1232
N 3.235 -0.030 0.903  -0.0110
B 2.215 -0.145 -0.157  -0.4838
N 3.081 -0.671 -1.262  0.0015
C 4.409 -0.810 -0.831  -0.1107
C 4.497 -0.433 0.458  -0.0969
C 2.705 -1.204 -2.521  -0.1027
C 1.904 -2.374 -2.534  -0.1101
C 1.527 -2.940 -3.745  -0.0558
C 1.923 -2.390 -4.951  -0.1002
C 2.727 -1.268 -4.936  -0.0739
C 3.139 -0.657 -3.748  -0.1152
C 4.039 0.563 -3.971  -0.3663
C 5.511 0.146 -4.110  -0.0725
C 3.889 1.715 -2.982  -0.0632
C 1.517 -3.111 -1.263  -0.3730
C 0.002 -3.222 -1.095  -0.0862
C 2.198 -4.485 -1.210  -0.0643
H 5.446 3.713 1.746  0.0704
H 5.708 1.991 2.060  0.0658
H 5.299 3.077 3.398  0.0734
H 3.477 2.350 1.056  0.1118
H 2.947 4.166 3.462  0.0675
H 1.719 3.596 2.316  0.0674
H 3.040 4.654 1.765  0.0666
H 3.052 2.461 4.764  0.1016
H 2.342 0.510 6.086  0.0864
H 2.149 -1.698 5.016  0.0976
H 2.928 -2.298 1.407  0.1074
H 0.652 -2.853 3.369  0.0744
H 0.973 -3.758 1.867  0.0653
H 0.523 -2.031 1.808  0.0491
H 3.082 -3.561 4.183  0.0651
H 4.463 -3.079 3.183  0.0746
H 3.375 -4.362 2.629  0.0672
H 5.178 -1.232 -1.459  0.0970
H 5.362 -0.440 1.107  0.1080
H 0.917 -3.838 -3.743  0.1032
H 1.615 -2.833 -5.891  0.0890
H 3.045 -0.835 -5.880  0.1015
H 3.739 0.959 -4.945  0.1165
H 5.926 -0.145 -3.145  0.0572
H 6.106 0.980 -4.496  0.0695
H 5.613 -0.697 -4.798  0.0714
H 4.238 1.450 -1.986  0.0659
H 2.843 2.004 -2.910  0.0641
H 4.468 2.577 -3.331  0.0785
H 1.872 -2.526 -0.417  0.0825
H -0.493 -3.598 -1.996  0.0688
H -0.378 -2.226 -0.857  0.0173
H -0.239 -3.884 -0.256  0.0693
H 1.833 -5.150 -1.999  0.0664
H 2.001 -4.958 -0.243  0.0647
H 3.282 -4.382 -1.323  0.0773
Cl -3.171 0.816 5.365  0.5064
C -1.393 0.675 5.184  -1.4709
Cl -0.920 -0.958 5.702  0.5292
Cl -0.626 1.868 6.272  0.5120
C -0.977 1.011 3.584  -0.8222
O -1.344 2.146 3.282  -0.0675
O -0.425 0.053 3.038  -0.1062
C -0.486 4.765 0.379  -0.3078
P -0.045 2.998 -0.056  0.8775
C 1.578 3.462 -0.852  -0.2861
C -1.002 2.883 -1.647  -0.3979
C -0.619 1.905 -2.580  -0.1343
C -1.266 1.794 -3.801  -0.1020
C -2.312 2.653 -4.127  -0.1279
C -2.703 3.621 -3.216  -0.1178
C -2.052 3.734 -1.989  -0.1271
H -1.479 4.821 0.834  0.0171
H -0.432 5.454 -0.472  0.0306
H 0.233 5.078 1.140  0.0141
H 1.431 3.855 -1.859  0.0394
H 2.181 2.559 -0.884  -0.0165
H 2.087 4.216 -0.244  0.0166
H 0.163 1.208 -2.293  0.0575
H -0.948 1.034 -4.508  0.0971
H -2.819 2.561 -5.081  0.0848
H -3.522 4.290 -3.457  0.0867
H -2.381 4.495 -1.291  0.0822
C -3.007 -1.382 -2.270  -0.2170
C -3.540 -0.256 -1.382  -0.4300
Sb -2.318 0.056 0.410  1.4031
C -2.868 -1.862 1.297  -0.4109
C -4.340 -2.028 1.675  -0.2082
C -3.924 1.187 1.353  -0.4233
C -3.914 2.646 0.900  -0.2029
H -3.552 -1.449 -3.220  0.0533
H -3.093 -2.352 -1.770  0.0483
H -1.950 -1.220 -2.502  0.0448
H -4.573 -0.458 -1.072  0.0296
H -3.542 0.687 -1.939  0.0275
H -2.225 -1.979 2.173  0.0339
H -2.572 -2.621 0.566  0.0232
H -4.622 -1.329 2.467  0.0514
H -4.548 -3.042 2.040  0.0532
H -4.996 -1.847 0.818  0.0471
H -3.780 1.131 2.433  0.0149
H -4.866 0.695 1.096  0.0336
H -2.970 3.109 1.196  0.0353
H -4.731 3.218 1.355  0.0585
H -4.010 2.724 -0.187  0.0440

Output
DFT total energy: -109188.79204 eV
total charge: -2


Record 2
The following is a quantum chemistry calculation of C43H47BaBr2N9O8STe as an isolated structure, from OMol25.

Last column: Löwdin charge in e.
Geometry (Å):
Ba -0.942 -0.011 0.390  1.8688
N -1.091 5.747 -0.026  -0.0406
N -0.514 4.712 -0.717  -0.0573
C -0.566 3.459 -0.058  -0.8384
O 0.089 2.528 -0.641  -0.3212
O -1.194 3.407 0.966  -0.0277
H -1.304 5.403 0.938  0.0798
H -2.057 5.791 -0.429  0.0652
H 0.296 5.085 -1.166  0.0801
C -7.168 0.750 0.946  -0.0572
C -6.194 -0.183 1.650  -0.2805
C -5.942 -1.472 1.200  -0.0281
C -4.780 -1.979 1.698  -0.0779
C -4.000 -1.394 2.679  -0.2654
C -4.407 -0.209 3.265  -0.0350
C -5.518 0.345 2.727  -0.0702
S -2.623 -2.358 3.263  0.6025
O -2.935 -3.714 2.774  -0.3923
O -2.591 -2.078 4.724  -0.3435
N -1.553 -1.687 2.359  -0.4086
C -0.271 -1.406 2.963  -0.3471
C 0.058 0.079 3.212  -0.8266
O -0.958 0.791 3.332  -0.0810
O 1.289 0.365 3.413  -0.0969
H -8.095 1.011 1.542  0.0841
H -7.470 0.289 0.006  0.0673
H -6.770 1.725 0.700  0.0593
H -6.506 -2.010 0.485  0.1006
H -4.472 -2.974 1.439  0.0930
H -3.949 0.181 4.127  0.1073
H -6.010 1.228 3.110  0.1120
H 0.465 -1.852 2.319  0.0527
H -0.092 -1.874 3.951  0.1192
Br -4.038 -1.781 -4.887  0.6040
C -4.508 -0.254 -3.767  -0.5625
C -5.486 0.580 -4.325  -0.2211
C -5.833 1.755 -3.699  -0.6250
Br -7.426 2.752 -4.216  0.6383
C -5.164 2.220 -2.583  -0.2363
C -5.232 3.510 -2.036  -0.0789
C -4.504 3.842 -0.960  -0.0543
C -3.685 2.846 -0.358  -0.1469
N -3.464 1.705 -0.901  0.1002
C -4.146 1.368 -2.023  -0.1336
C -3.765 0.044 -2.533  -0.4220
O -2.895 -0.666 -1.941  -0.1666
H -6.046 0.243 -5.207  0.0856
H -5.989 4.184 -2.443  0.0669
H -4.542 4.790 -0.416  0.1029
H -3.094 3.052 0.538  0.0931
N -0.212 -2.763 -0.360  0.1383
C -0.273 -3.825 0.099  -0.2451
N -0.443 -4.950 0.747  -0.0676
C -1.738 -5.587 0.858  -0.1344
C -1.978 -6.254 2.201  -0.1669
O -0.834 -7.078 2.549  -0.1409
C 0.323 -6.270 2.615  -0.2104
C 0.683 -5.792 1.243  -0.1031
H -1.821 -6.332 0.046  0.1287
H -2.499 -4.828 0.718  0.1198
H -2.859 -6.907 2.080  0.1286
H -2.249 -5.493 2.964  0.0960
H 1.076 -6.909 3.047  0.1157
H 0.199 -5.410 3.309  0.1459
H 0.830 -6.619 0.557  0.1201
H 1.614 -5.224 1.273  0.1202
Te 3.046 3.019 -0.586  1.4501
C 4.186 4.842 -0.184  -0.4655
C 3.517 6.081 -0.313  -0.1505
C 4.128 7.287 -0.058  -0.0967
C 5.455 7.280 0.381  -0.1100
C 6.150 6.085 0.432  -0.1145
C 5.508 4.899 0.188  -0.1541
C 4.814 1.799 -0.389  -0.5538
C 5.274 1.517 0.856  -0.1852
C 6.467 0.849 1.060  -0.1029
C 7.243 0.487 -0.022  -0.1094
C 6.705 0.611 -1.312  -0.1083
C 5.507 1.301 -1.488  -0.1391
H 2.540 6.108 -0.755  0.0763
H 3.598 8.183 -0.303  0.0926
H 6.037 8.165 0.555  0.0829
H 7.245 6.072 0.552  0.1061
H 6.113 4.037 0.219  0.0741
H 4.630 1.738 1.691  0.1032
H 6.781 0.811 2.112  0.1107
H 8.241 0.109 0.124  0.0895
H 7.346 0.224 -2.129  0.1041
H 5.033 1.415 -2.463  0.0899
C 4.631 -2.590 -0.532  -0.1526
C 3.841 -2.077 0.687  -0.1730
N 2.775 -1.182 0.258  0.0892
C 2.230 -1.182 -1.037  -0.4281
N 1.292 -0.388 -1.395  -0.0554
C 0.793 -0.246 -2.745  -0.2283
C 1.770 -0.925 -3.720  -0.1564
C 2.002 -2.262 -3.107  -0.2009
N 2.739 -2.111 -1.899  -0.0775
C 3.660 -3.143 -1.571  -0.1779
H 5.279 -3.397 -0.178  0.1060
H 5.238 -1.814 -1.045  0.1072
H 4.497 -1.471 1.325  0.1101
H 3.524 -2.952 1.245  0.0989
H 2.399 -0.435 0.884  0.1366
H 0.684 0.831 -2.979  0.1142
H -0.200 -0.728 -2.850  0.1094
H 2.763 -0.474 -3.813  0.1151
H 1.316 -1.025 -4.707  0.1111
H 2.604 -2.879 -3.734  0.1049
H 1.033 -2.729 -2.893  0.1256
H 4.194 -3.341 -2.518  0.1219
H 3.146 -4.043 -1.173  0.1246

Output
DFT total energy: -234053.93123 eV
total charge: -2


Record 3
The following is a quantum chemistry calculation of C22H50F6Na3O16S2 as an isolated structure, from OMol25.

Last column: Löwdin charge in e.
Geometry (Å):
Na -7.665 -19.499 16.949  0.9591
Na 0.997 -16.576 22.037  0.9789
Na 1.236 -18.877 12.414  0.9593
C -5.122 -21.142 24.649  -0.5740
F -6.016 -20.300 25.144  0.1236
F -4.101 -21.282 25.597  0.0556
F -5.598 -22.353 24.300  0.1034
S -4.362 -20.357 22.970  0.4607
O -5.466 -20.261 21.992  -0.3940
O -3.757 -19.095 23.389  -0.3878
O -3.352 -21.313 22.571  -0.3744
C -2.936 -12.617 16.279  -0.5542
F -3.914 -12.449 15.311  0.0682
F -1.702 -12.195 15.890  0.0882
F -3.355 -11.976 17.413  0.0890
S -2.788 -14.523 16.572  0.4611
O -2.072 -14.615 17.843  -0.3733
O -4.139 -15.006 16.534  -0.3582
O -2.097 -15.034 15.355  -0.4059
C 1.960 -20.401 8.026  -0.1087
O 2.541 -19.164 8.440  -0.2046
C 2.681 -18.190 7.353  -0.1683
C 3.099 -16.846 7.909  -0.1930
O 2.172 -16.411 8.903  -0.2073
C 2.335 -15.107 9.370  -0.1178
H 1.041 -20.261 7.458  0.0842
H 1.694 -20.834 8.990  0.0757
H 2.556 -21.055 7.389  0.0904
H 1.743 -18.091 6.806  0.1268
H 3.482 -18.455 6.663  0.1291
H 2.877 -16.174 7.079  0.1304
H 4.146 -16.812 8.212  0.1316
H 2.169 -14.245 8.724  0.0964
H 3.343 -15.181 9.778  0.0871
H 1.740 -14.922 10.265  0.0839
C -10.329 -4.873 4.455  -0.0919
O -10.054 -6.054 5.275  -0.2034
C -10.505 -5.927 6.636  -0.1673
C -10.826 -7.273 7.374  -0.2282
O -9.712 -7.966 7.819  -0.1807
C -10.103 -9.008 8.684  -0.1056
H -9.703 -4.015 4.700  0.0846
H -11.389 -4.625 4.418  0.0766
H -10.206 -5.184 3.418  0.0806
H -11.410 -5.324 6.567  0.1110
H -9.696 -5.443 7.184  0.1246
H -11.424 -7.974 6.791  0.1259
H -11.453 -6.898 8.183  0.1137
H -10.661 -8.467 9.447  0.0847
H -9.257 -9.544 9.116  0.0900
H -10.739 -9.718 8.155  0.0854
C -10.112 -9.408 21.076  -0.1205
O -11.317 -9.227 21.749  -0.2219
C -11.239 -9.205 23.166  -0.1784
C -12.655 -9.041 23.840  -0.1227
O -13.548 -10.205 23.684  -0.2118
C -13.957 -10.631 22.428  -0.1331
H -9.667 -10.345 21.409  0.0854
H -9.363 -8.657 21.326  0.0830
H -10.276 -9.375 19.999  0.0923
H -10.707 -8.295 23.442  0.1214
H -10.827 -10.146 23.533  0.1269
H -13.231 -8.226 23.402  0.1169
H -12.600 -8.841 24.910  0.1192
H -14.274 -11.662 22.581  0.0846
H -13.148 -10.511 21.708  0.0781
H -14.909 -10.183 22.142  0.0806
C 0.235 -15.457 28.751  -0.1626
O -1.010 -14.833 28.771  -0.1814
C -1.806 -15.458 27.698  -0.1340
C -3.168 -14.618 27.658  -0.1447
O -2.963 -13.273 27.159  -0.2031
C -3.147 -13.069 25.737  -0.1044
H 0.803 -15.041 29.583  0.0885
H 0.861 -15.403 27.860  0.0821
H 0.090 -16.481 29.094  0.0848
H -1.855 -16.532 27.875  0.1183
H -1.328 -15.264 26.738  0.1015
H -3.571 -14.432 28.653  0.1217
H -3.972 -15.028 27.047  0.1136
H -2.929 -12.119 25.248  0.0804
H -4.203 -13.274 25.561  0.0810
H -2.603 -13.727 25.059  0.0667
C -10.045 -16.545 13.229  -0.1351
O -10.514 -16.653 14.534  -0.1658
C -10.621 -15.360 15.103  -0.2275
C -11.044 -15.418 16.536  -0.2075
O -10.056 -15.927 17.443  -0.1830
C -10.533 -16.154 18.752  -0.1084
H -10.297 -17.465 12.702  0.0898
H -8.978 -16.324 13.259  0.0898
H -10.482 -15.750 12.625  0.0889
H -11.391 -14.746 14.635  0.1301
H -9.707 -14.766 15.076  0.1383
H -11.847 -16.154 16.577  0.1260
H -11.505 -14.436 16.637  0.1318
H -10.747 -15.158 19.141  0.0918
H -9.837 -16.649 19.429  0.0865
H -11.464 -16.721 18.763  0.0843

Output
DFT total energy: -107591.76010 eV
total charge: +1


Here are the calculated highest occupied orbital energy numbers, same order: -0.20; -2.59; -9.10 (eV).
Here are the calculated energy relative to the best compared isomer or geometry (same formula, charge and spin) numbers, same order: 20.8; 61.6; 266.3 (kcal/mol).
Here are the calculated LUMO level numbers, same order: 4.35; 3.47; -4.98 (eV).